Record 1
Computed, not measured: the ion C11H13N2 with charge +1, with the ωB97M-V functional and the def2-TZVPD basis.

The value obtained for the HOMO-LUMO gap (spin up / spin down) is 7.19 / 7.19 eV. For the total energy, the calculation gives -14587.0495 eV. The calculation puts the energy above the lowest of the compared OMol25 structures with the same formula, charge and spin at 5.430 eV. The molecular weight is 173.2 Da. As for the total charge: +1.

Last column: natural (NBO) charge in e.
Positions of all 26 atoms, in Å:
C  1.16463  1.53318  -0.49151  -0.123
C  0.67279  -0.86207  0.21309  -0.152
C  2.43543  1.25673  -0.06646  -0.222
C  1.97276  -1.05095  0.40893  -0.210
C  0.26495  0.47890  -0.11154  -0.147
C  2.94122  0.00257  0.29975  0.115
C  -2.63827  -2.99497  -0.84433  0.155
C  -2.77098  -0.93376  0.41962  -0.029
C  -1.16396  0.89006  -0.25850  0.245
C  4.39695  -0.19048  0.36435  -0.642
C  -3.48252  1.35751  0.03460  -0.402
N  -2.59837  -1.92755  -0.34675  -0.262
N  -2.34891  0.37642  0.10997  -0.306
H  0.82823  2.51239  -0.69994  0.230
H  -0.19663  -1.49073  0.51052  0.234
H  3.17345  1.94630  -0.41869  0.219
H  2.33237  -2.04165  0.56158  0.228
H  -3.20452  -3.49250  -1.60317  0.241
H  -3.40805  -1.08805  1.21209  0.221
H  -1.27307  1.90697  -0.67350  0.208
H  4.74092  -0.36914  1.32769  0.246
H  4.59316  -1.10451  -0.13042  0.238
H  4.92632  0.60841  0.02978  0.230
H  -3.02945  2.31249  -0.23113  0.220
H  -4.25598  1.08224  -0.68087  0.230
H  -4.07242  1.28219  1.06485  0.237

Cartesian forces, eV/Å:
-1.12 -3.08 3.07
-3.49 2.79 0.60
1.77 0.12 -1.80
3.19 -0.22 0.13
-2.49 0.41 -1.72
-2.56 0.19 -0.51
1.12 -0.64 -0.17
1.49 1.12 -0.10
0.30 -0.76 0.69
-1.89 -1.84 0.43
-1.10 -0.81 2.12
-0.53 -0.57 -1.07
0.90 1.58 -1.38
-0.23 0.77 -0.69
1.32 -0.24 -0.58
0.57 0.72 0.53
0.30 -0.65 0.43
-0.29 -0.04 -0.16
-1.28 0.15 1.75
0.13 -0.63 0.37
0.42 -0.30 2.17
0.67 -0.80 -0.96
1.46 2.20 -1.42
-0.64 0.08 0.56
0.40 -0.27 -0.36
1.58 0.73 -1.96

Record 2
Computed, not measured: an isolated molecule of C4H8N2O, with the ωB97M-V functional and the def2-TZVPD basis.

The value obtained for the HOMO-LUMO gap is 9.15 eV. For the total energy, the calculation gives -9301.0075 eV. The calculation puts the energy above the lowest of the compared OMol25 structures with the same formula, charge and spin at 5.386 eV. The molecular weight is 100.1 Da. Its SMILES is C[C@H]1NC/C1=N\O.

Last column: natural (NBO) charge in e.
Positions of all 15 atoms, in Å:
C  -0.10436  -0.37728  -1.87459  -0.609
C  0.06024  -0.80499  -0.44530  -0.072
N  1.41994  -0.70083  0.12859  -0.609
C  0.91052  0.07251  1.21779  -0.239
C  -0.35187  0.32817  0.48184  0.177
N  -1.37768  1.07052  0.44817  -0.198
O  -1.35272  1.97014  1.53127  -0.588
H  0.37870  -1.07091  -2.56218  0.211
H  0.32746  0.62159  -1.98146  0.221
H  -1.17417  -0.30813  -2.09257  0.225
H  -0.38156  -1.79260  -0.23040  0.200
H  1.99326  -1.52262  0.30013  0.369
H  1.64668  0.52910  1.89085  0.240
H  -0.10006  -0.44336  1.79155  0.198
H  -2.18010  2.45204  1.40944  0.475

Cartesian forces, eV/Å:
0.03 -0.05 -0.30
-0.14 0.04 -0.52
0.16 -0.08 -0.15
-1.60 -0.98 1.62
0.13 1.19 -1.39
0.01 -0.62 0.21
-0.01 0.44 -0.07
-0.04 0.03 -0.09
0.00 -0.18 -0.16
0.14 -0.05 -0.10
-0.17 0.44 0.03
-0.53 -0.01 0.12
-1.00 0.52 -0.16
2.83 -0.65 0.89
0.18 -0.04 0.08

Record 3
Computed, not measured: an isolated molecule of C5H8O, with the ωB97M-V functional and the def2-TZVPD basis.

The value obtained for the HOMO-LUMO gap is 10.53 eV. For the total energy, the calculation gives -7360.1401 eV. The calculation puts the energy above the lowest of the compared OMol25 structures with the same formula, charge and spin at 2.115 eV. The molecular weight is 84.1 Da. Its SMILES is CC#CCCO.

Last column: natural (NBO) charge in e.
Positions of all 14 atoms, in Å:
C  2.64535  0.44330  -0.25333  -0.684
C  1.35898  -0.24414  -0.19245  0.000
C  0.22608  -0.62355  -0.35591  -0.042
C  -1.20549  -0.63536  -0.64038  -0.497
C  -1.99561  -0.16919  0.58724  -0.046
O  -1.41593  0.95595  1.20365  -0.714
H  2.44027  1.52601  -0.19868  0.237
H  3.36489  0.15646  0.52156  0.234
H  3.10168  0.24176  -1.22657  0.236
H  -1.33785  0.10905  -1.43923  0.231
H  -1.58148  -1.59366  -1.01576  0.231
H  -2.99352  0.12517  0.24759  0.182
H  -2.09414  -0.98729  1.31560  0.158
H  -0.51323  0.69549  1.44667  0.474

Cartesian forces, eV/Å:
0.18 0.16 -0.04
-0.50 -0.15 -0.14
0.67 0.26 -0.09
-0.09 0.11 -0.14
-0.34 -0.24 -0.01
0.15 0.02 0.09
0.28 -0.37 0.08
-0.27 0.07 -0.08
0.05 0.05 0.11
-0.10 -0.21 0.11
0.10 0.10 0.17
0.09 -0.04 0.22
-0.03 0.03 -0.18
-0.18 0.20 -0.10

Record 4
Computed, not measured: a structure of composition CH4BrP, with the ωB97M-V functional and the def2-TZVPD basis.

The value obtained for the HOMO-LUMO gap is 10.02 eV. For the total energy, the calculation gives -80432.3880 eV. The calculation puts the energy above the lowest of the compared OMol25 structures with the same formula, charge and spin at 0.899 eV. The molecular weight is 126.9 Da.

Last column: natural (NBO) charge in e.
Positions of all 7 atoms, in Å:
C  0.68331  0.09351  0.22515  -0.998
P  -0.78286  0.63372  -0.56820  0.571
Br  -1.26240  -1.25071  -1.69928  -0.271
H  0.78469  -0.95393  0.58974  0.255
H  0.84378  0.86297  1.34966  0.231
H  1.51351  0.47006  -0.36176  0.240
H  -1.78003  0.14438  0.46470  -0.028

Cartesian forces, eV/Å:
2.01 1.66 4.61
-2.87 -0.66 0.82
0.11 -0.07 -0.48
-0.08 0.85 -0.53
-0.73 -2.26 -3.39
0.38 -0.49 -0.12
1.18 0.97 -0.91

Record 5
Computed, not measured: a structure of composition C28H24BrI2N2OPtSi, with the ωB97M-V functional and the def2-TZVPD basis.

The value obtained for the HOMO-LUMO gap is 6.20 eV. For the total energy, the calculation gives -131824.9064 eV. The calculation puts the energy above the lowest of the compared OMol25 structures with the same formula, charge and spin at 0.877 eV. The molecular weight is 961.4 Da. As for the total charge: -1.

Last column: natural (NBO) charge in e.
Positions of all 60 atoms, in Å:
Pt  0.15579  0.60642  0.34665  0.764
I  0.36243  5.82674  0.55486  0.137
C  1.53758  4.49175  -0.49971  -0.297
C  2.62600  4.98327  -1.25237  -0.221
C  3.45993  4.14775  -1.94706  -0.209
I  5.05144  4.96303  -2.99497  0.112
C  3.21706  2.74529  -1.93373  -0.115
C  3.98292  1.75863  -2.59667  -0.155
C  3.63069  0.44253  -2.50345  -0.206
C  2.48574  0.08403  -1.75574  0.056
N  1.76673  0.97755  -1.13454  -0.432
C  2.12299  2.28330  -1.19722  0.083
C  1.25460  3.14037  -0.45649  0.416
O  0.28136  2.61111  0.19661  -0.723
H  2.81069  6.04840  -1.25072  0.227
H  4.84303  2.06318  -3.18017  0.220
H  4.19839  -0.32297  -3.01283  0.213
H  2.14661  -0.94017  -1.67633  0.240
Br  -1.57359  -2.55599  1.37151  0.070
C  -2.54082  -1.24991  2.31239  0.046
C  -3.67417  -1.77552  2.87934  -0.293
C  -4.44118  -1.05954  3.80766  -0.231
C  -3.98910  0.15641  4.19513  -0.186
C  -2.81512  0.72089  3.63125  -0.059
C  -2.41253  1.94900  4.19675  -0.215
C  -1.28243  2.54013  3.75065  -0.209
C  -0.60072  1.99585  2.64994  -0.289
C  -0.96459  0.83763  1.96516  -0.108
C  -2.06848  0.08300  2.58027  -0.179
H  -3.94731  -2.78926  2.62575  0.214
H  -5.33197  -1.49694  4.24042  0.203
H  -4.50601  0.72706  4.95733  0.196
H  -3.00514  2.36954  4.99983  0.193
H  -0.92159  3.46674  4.18273  0.200
H  0.22563  2.57218  2.29070  0.225
C  -2.83245  -0.72181  -1.16071  -1.156
Si  -1.13156  -1.02531  -1.86745  1.866
C  -0.74472  0.43025  -2.98058  -1.145
C  -1.36405  -2.47112  -3.05305  -1.145
N  0.07629  -1.23076  -0.63280  -1.163
C  0.81614  -2.33074  -0.29126  0.297
C  0.82503  -3.57160  -0.95960  -0.347
C  1.65625  -4.60762  -0.56591  -0.194
C  2.51971  -4.46444  0.51533  -0.306
C  2.51119  -3.25076  1.18923  -0.185
C  1.68397  -2.21336  0.80037  -0.310
H  -3.49810  -0.38872  -1.96179  0.220
H  -2.79819  0.05537  -0.39446  0.249
H  -3.25912  -1.61551  -0.71051  0.236
H  -1.56726  0.57469  -3.68429  0.225
H  0.16956  0.27539  -3.55441  0.223
H  -0.63164  1.35112  -2.40909  0.243
H  -2.11009  -2.15885  -3.78756  0.228
H  -1.74432  -3.36313  -2.55934  0.230
H  -0.45594  -2.73481  -3.59461  0.225
H  0.18175  -3.73954  -1.80084  0.210
H  1.61915  -5.54114  -1.11473  0.195
H  3.16453  -5.27432  0.82838  0.197
H  3.15735  -3.10546  2.04798  0.197
H  1.67167  -1.27931  1.35876  0.221

Cartesian forces, eV/Å:
1.06 -0.33 -2.21
-0.17 0.05 0.12
0.44 0.40 -0.40
-0.11 -0.11 0.19
-0.36 -0.22 0.19
0.22 0.09 -0.15
0.32 0.10 -0.20
0.07 0.02 -0.07
-0.25 0.09 0.06
0.39 -0.18 -0.30
-0.08 -0.34 0.21
-0.18 -0.08 -0.02
-0.25 -0.29 0.28
-0.15 1.54 0.63
0.00 0.03 -0.02
0.00 -0.03 0.02
0.01 -0.04 0.04
0.07 0.02 -0.02
0.07 -0.27 0.23
-0.14 0.18 0.25
-0.05 0.02 -0.07
-0.07 -0.09 -0.04
0.08 0.07 -0.04
-0.28 -0.03 0.10
0.04 -0.02 0.02
0.17 0.17 -0.11
-0.21 -0.37 -0.04
-0.91 -0.78 1.13
0.00 0.37 0.06
-0.01 -0.03 0.01
-0.01 -0.02 -0.03
0.00 0.01 0.01
-0.01 0.02 0.00
0.01 -0.02 0.03
0.25 0.11 -0.12
-0.12 0.20 0.02
0.02 -0.17 0.33
0.05 0.15 -0.02
0.04 0.02 -0.08
-0.48 -0.39 -0.07
0.16 0.49 -0.14
0.01 -0.02 -0.06
0.16 0.08 0.23
-0.13 -0.11 -0.17
0.05 0.13 0.15
0.52 -0.22 0.50
-0.04 0.04 -0.01
-0.05 0.02 -0.01
-0.03 -0.07 -0.01
-0.04 -0.03 -0.07
0.08 0.00 -0.06
-0.01 0.07 0.01
-0.04 0.02 -0.05
-0.05 -0.09 0.06
0.06 -0.02 -0.07
-0.14 0.02 -0.13
0.01 -0.03 -0.01
0.02 -0.02 0.00
0.01 -0.01 0.01
0.02 -0.13 -0.08

Record 6
Computed, not measured: an isolated molecule of C5H11NO, with the ωB97M-V functional and the def2-TZVPD basis.

The value obtained for the HOMO-LUMO gap is 10.38 eV. For the total energy, the calculation gives -8900.6445 eV. The calculation puts the energy above the lowest of the compared OMol25 structures with the same formula, charge and spin at 1.053 eV. The molecular weight is 101.1 Da. Its SMILES is CCNC(=O)CC.

Last column: natural (NBO) charge in e.
Positions of all 18 atoms, in Å:
C  1.30194  -0.78844  -0.44329  -0.514
C  2.40618  -0.59000  -1.47969  -0.602
C  0.99282  0.49978  0.28060  0.673
N  -0.26921  0.67396  0.79925  -0.618
C  -1.49163  0.27839  0.07607  -0.231
C  -2.62802  0.27840  1.13221  -0.628
O  1.91494  1.14360  0.74740  -0.609
H  0.45648  -1.40124  -0.76876  0.213
H  1.69567  -1.48408  0.31381  0.238
H  2.45708  -1.34054  -2.25843  0.209
H  2.21746  0.33165  -2.03288  0.207
H  3.40435  -0.53805  -1.05373  0.223
H  -0.40307  1.49630  1.36982  0.392
H  -1.70736  1.03175  -0.67655  0.197
H  -1.43640  -0.77991  -0.13748  0.208
H  -2.32127  0.18524  2.16655  0.224
H  -3.50613  -0.28596  0.82481  0.219
H  -3.08383  1.28915  1.14032  0.199

Cartesian forces, eV/Å:
0.42 -1.16 -0.20
-0.17 0.42 -0.70
0.20 -0.77 2.42
-0.57 -0.28 -1.37
-0.28 -0.17 2.85
-1.03 2.44 -0.80
0.17 0.56 -0.72
-0.13 0.72 -0.57
0.07 0.54 0.28
-0.27 -0.54 0.08
0.18 0.15 0.11
-0.12 0.20 0.26
0.42 0.11 -0.02
-0.14 -0.71 -0.67
0.41 0.15 -1.23
0.22 -0.89 -0.01
0.32 -0.70 0.27
0.30 -0.06 0.02

Q: Among the records above, which one has the lowest molecular weight?
A: C5H8O